[1]
Density functional theory data (ωB97M-V/def2-TZVPD) for a structure of composition C22H17Cl3N2O5Ti.

Last column: Mulliken spin population.
Cartesian coordinates (Å):
1 C -2.96611 8.50102 14.61681  -0.01
2 C 5.07920 11.86761 16.17095  0.00
3 H 2.68430 12.87350 16.97870  0.00
4 C -1.82821 7.31788 16.34142  -0.01
5 Cl 5.85562 4.80584 9.61601  0.00
6 C 4.52881 5.76573 10.17877  0.01
7 C 5.59857 6.99594 13.52726  -0.01
8 C -3.02441 7.65227 15.72756  0.01
9 H 5.74571 11.13415 15.68389  0.00
10 C 3.09938 13.34774 16.08365  0.00
11 C 3.38847 5.83967 9.43642  0.00
12 C -1.47241 9.73652 12.90590  0.00
13 O 0.74526 6.78959 17.49336  0.00
14 O 1.46907 8.26686 11.33820  0.00
15 H 5.14564 13.84799 14.38977  0.00
16 C 3.91133 12.31740 15.29477  0.00
17 H 5.06261 12.29585 13.49314  0.00
18 H 1.69064 6.59424 17.64944  0.00
19 Ti 1.24552 8.62194 13.36011  0.96
20 C 2.43217 10.27304 14.28210  -0.13
21 H 6.55119 5.76152 12.07249  0.00
22 H 4.31411 8.20509 14.80319  0.01
23 H 3.78403 14.14983 16.41280  0.00
24 H 3.25872 5.28472 8.51396  0.00
25 N 3.45158 7.88322 12.98816  -0.01
26 H 2.26581 13.76915 15.51774  0.00
27 Cl 0.79900 6.01892 13.60519  -0.01
28 H -1.84321 6.69024 17.19939  0.00
29 C -0.64191 7.73927 15.81685  0.00
30 H -3.94849 7.28752 16.13547  0.00
31 C -1.71611 8.87803 14.14404  0.02
32 C 4.50715 13.01202 14.06885  0.00
33 C 3.07416 11.19265 14.83131  0.11
34 C 0.74008 7.47060 16.32996  0.01
35 C 5.66654 6.33951 12.32908  0.01
36 H -3.85944 8.84452 14.11967  0.00
37 H 6.37486 6.89771 14.27384  0.00
38 O -0.26867 9.66840 12.49345  0.00
39 C 2.32324 6.65716 9.80694  0.01
40 H 4.71422 11.36132 17.06586  0.00
41 O 1.71178 7.81668 15.75336  -0.01
42 C 3.53846 7.26674 11.78045  0.00
43 C 4.43793 7.74147 13.85076  0.02
44 H 3.73538 13.45138 13.43366  0.00
45 N -0.60099 8.51479 14.73782  0.00
46 C 4.61019 6.47083 11.41447  -0.01
47 C 2.38212 7.42867 10.96134  0.00
48 H 5.65719 12.75814 16.46526  0.00
49 Cl 0.85297 6.64841 8.87807  0.00
50 O -2.41222 10.38445 12.49058  0.01

Cartesian forces (eV/Å) of the 2 atoms listed first:
-0.3 -0.6 0.6
0.3 -0.4 0.3

Results
Kohn-Sham gap (spin up / spin down)   6.71 / 7.01 eV
Energy   -96996.31165 eV
Charge   -1
LUMO level (spin up / spin down)   2.23 / 2.16 eV
Energy above the lowest of the compared OMol25 structures with the same formula, charge and spin   3.16 kJ/mol
E_HOMO (spin up / spin down)   -4.479 / -4.849 eV
Spin multiplicity   2



[2]
Density functional theory data (ωB97M-V/def2-TZVPD) for a structure of composition C28H36F3FeN3S3Sb.

Last column: Mulliken charge in e.
Cartesian coordinates (Å):
1 C 0.83883 -2.54585 0.99265  0.79
2 H 0.64198 4.25544 0.19554  0.04
3 N -1.26344 0.52232 -1.46144  2.26
4 H 5.07223 4.04008 0.40505  0.15
5 C -4.40259 -4.89590 -1.27376  -0.88
6 C -3.22293 -4.25772 -1.62195  -0.49
7 H 1.93620 6.27057 0.85713  0.41
8 H -0.37599 0.83994 -3.38138  0.40
9 H -2.61094 0.46245 -3.11836  0.66
10 H 1.74855 2.80086 3.04071  0.41
11 C -2.36260 4.10879 -1.48429  -1.00
12 H -0.95708 -4.55904 3.73280  0.40
13 H -5.48515 -2.67111 1.03319  0.42
14 F 3.74454 -3.29383 1.10956  -0.24
15 H 4.34876 4.05709 -1.19634  0.27
16 C -0.99071 -2.87183 2.40937  -0.30
17 H -0.43958 -4.06276 -1.00668  0.38
18 H 4.24565 1.48969 -1.09941  0.47
19 H -2.65345 4.85967 -2.20784  0.38
20 C -2.33066 4.40241 -0.12477  -0.51
21 H -2.03359 2.59559 -2.95725  0.26
22 H -0.81712 -3.88843 -2.73505  0.53
23 C 4.26249 2.11702 -0.20494  -0.96
24 H -2.59403 -4.71348 -2.37401  0.32
25 H 3.40349 5.31330 1.04087  0.16
26 C -0.07125 0.65065 -2.34531  -1.18
27 C -2.83941 -3.05860 -1.02394  -0.78
28 C 1.73383 4.21625 0.16243  -0.36
29 C -1.90622 -1.51551 -2.62103  -1.21
30 F 3.16926 -5.32212 1.57028  -0.33
31 H 0.36806 -2.82124 -1.95864  0.40
32 F 2.70129 -4.48402 -0.36440  -0.24
33 S -3.21838 -0.99651 0.73568  -0.60
34 C 0.79174 -4.44477 2.47503  -0.20
35 H -3.22997 -0.17371 -1.58062  0.35
36 C -0.43302 -4.01313 2.96172  -1.10
37 H 2.41320 1.19217 2.99594  0.48
38 Sb 2.17287 2.10192 0.49654  0.26
39 C -2.35597 -0.12120 -2.22485  -1.09
40 H 4.74645 2.17932 2.64300  0.23
41 C 2.75487 -4.18717 0.95035  0.53
42 H -0.99360 -1.45669 -3.21441  0.60
43 C -1.64283 1.85471 -0.98606  -0.85
44 H 4.05727 3.79106 2.77401  0.15
45 H -1.96041 -2.48819 2.70624  0.54
46 C -2.01502 2.83389 -1.89922  -0.20
47 S -0.97173 0.99551 1.54905  -0.46
48 S 1.43083 -1.43545 -0.17697  -0.54
49 H -6.15198 -4.79909 -0.02601  0.35
50 H 4.84312 1.55755 0.53347  0.42
51 H 4.03094 2.70397 4.16152  0.38
52 H 5.92751 3.31394 -0.95162  0.37
53 H 2.04913 5.06681 2.13579  0.25
54 C -3.65896 -2.46911 -0.05551  1.06
55 H -2.60251 5.39157 0.22503  0.38
56 C 2.56911 2.20864 2.62889  -0.90
57 H 2.00519 4.41698 -0.87842  0.47
58 Fe -0.96152 -0.80155 0.13670  -0.28
59 C 3.92205 2.75064 3.07320  -0.97
60 N -0.38107 -2.17939 1.45790  0.51
61 H 1.24750 -5.34629 2.86104  0.50
62 C -0.57192 -3.34527 -1.81587  -1.80
63 H 0.53169 1.48383 -1.99766  -0.06
64 C 2.31536 5.27140 1.09636  -1.16
65 H -1.89382 3.67255 1.84177  0.38
66 H -2.66761 -1.98562 -3.25329  0.39
67 H 0.53586 -0.24856 -2.29848  0.32
68 C -5.22517 -4.31713 -0.31517  -0.50
69 C 4.93746 3.45106 -0.50366  -0.99
70 C 1.44020 -3.71914 1.48920  -0.09
71 C -1.56668 2.14460 0.38436  1.00
72 N -1.61373 -2.37497 -1.44158  1.73
73 H -4.67115 -5.83328 -1.74455  0.39
74 C -4.85599 -3.12625 0.27799  -0.91
75 C -1.93775 3.43971 0.78436  -1.00

Cartesian forces (eV/Å) of the 2 atoms listed first:
0.1 0.2 0.1
0.0 0.0 0.0

Results
Kohn-Sham gap (spin up / spin down)   6.48 / 6.48 eV
Energy   -115677.00637 eV
Charge   -1
LUMO level (spin up / spin down)   2.73 / 2.73 eV
E_HOMO (spin up / spin down)   -3.745 / -3.747 eV



[3]
Density functional theory data (ωB97M-V/def2-TZVPD) for a cluster of 14 separate species, C40H114N6O14 in total.

Last column: Mulliken charge in e.
Cartesian coordinates (Å):
1 N 2.03652 0.04848 -2.61547  0.62
2 C -2.84260 0.61814 4.76937  0.05
3 O -1.50521 -4.31217 0.86422  0.20
4 H -1.23624 3.67999 -3.07997  0.60
5 O 1.04101 -3.29536 -3.13545  0.24
6 H -2.98347 2.52770 0.64441  0.31
7 N 1.14366 -2.87539 -5.94936  -0.65
8 H 6.59927 -0.84875 -2.22505  0.39
9 C -1.88020 -6.49302 1.81674  -1.33
10 H 1.04335 2.49893 3.42012  0.27
11 H 4.85880 2.99017 -5.41021  0.31
12 H 1.56459 -2.31030 -5.21400  0.04
13 C -1.24038 2.98231 -2.24098  -1.37
14 H -1.38773 -2.97979 5.94551  0.30
15 H 4.03396 -1.40787 2.07224  0.11
16 H 2.60640 0.73647 3.01502  0.01
17 H -3.33488 -5.12846 1.14580  0.32
18 H 1.04042 1.42563 -5.55085  0.48
19 H -2.30093 0.43356 5.70520  0.46
20 C -2.89097 -2.71880 -2.29327  1.30
21 H 0.78829 -1.17631 0.50737  -0.62
22 H -1.60682 -1.19821 0.91074  -0.50
23 H 0.09401 1.23765 -4.05697  0.19
24 H 1.76412 3.64416 5.31481  0.34
25 H 2.97681 -0.01405 0.33815  -1.56
26 H -0.85918 -0.31126 4.77653  0.15
27 H -0.39966 2.76839 5.54266  0.43
28 H -0.82693 -3.06104 -2.35323  -0.62
29 C 2.12392 5.83097 1.73439  -0.88
30 C -3.12983 5.09245 2.54603  -1.45
31 H 4.29433 5.87773 0.18590  0.27
32 H -4.21954 5.12603 2.54710  0.39
33 H -2.91794 -4.85267 -2.16343  -0.02
34 H -1.03304 3.57033 -1.34501  0.37
35 O -4.51689 1.90226 3.65165  -0.56
36 H -3.18582 2.72146 4.98501  0.11
37 C 2.76071 2.15318 -3.63724  -0.34
38 H -2.05499 0.47632 -3.20959  -0.34
39 H 0.64859 -0.43247 2.86826  -1.55
40 H 5.22095 -0.35241 2.20792  0.36
41 H 1.26607 7.83064 3.12959  0.38
42 O -3.72432 -0.98047 -0.70643  -0.24
43 C 0.07383 2.99522 3.37849  2.13
44 O -2.89563 1.90098 -4.50648  -0.46
45 H -3.96791 0.54307 -5.58632  0.31
46 H -3.38056 2.99700 -2.18568  0.24
47 H -3.76688 0.69377 -3.02850  0.87
48 H 2.33646 5.16224 2.57335  0.18
49 H 2.87414 0.12704 -4.53336  0.71
50 H -2.58787 -7.32085 1.87304  0.42
51 C 4.88349 -0.75065 -0.26582  -1.32
52 H 1.83699 -0.92018 -2.85505  -0.31
53 C -3.89928 -2.26772 -1.23873  -1.18
54 H -2.43911 -5.90004 -0.18081  0.22
55 O -0.86189 -3.28930 3.38294  -0.20
56 H 1.12225 -4.55401 -1.52133  0.31
57 C -1.01405 -0.41800 1.38520  1.13
58 C 2.21951 0.75049 -3.91003  0.22
59 C -3.78451 1.81112 4.86485  -0.49
60 C 0.50911 -4.24434 -4.04647  -1.05
61 N 4.22381 -0.41014 2.01570  -0.63
62 H 2.05394 -3.00163 -1.37306  -0.18
63 H -0.74412 2.33668 3.08284  -0.33
64 H -2.99852 4.86348 0.45448  0.42
65 H -1.24684 -3.67103 -6.96810  0.39
66 H 4.61448 -1.81053 -0.19343  0.41
67 H 2.77678 6.70932 1.83473  0.55
68 C 0.90235 0.82008 -4.65200  -1.32
69 H -2.68752 -4.19038 -3.81935  0.13
70 C 1.81417 -4.93257 2.13686  -1.11
71 C 4.01976 0.10913 0.64636  3.17
72 O 3.72987 -3.47478 2.09089  -0.57
73 C -2.84488 1.24132 -3.26476  -0.25
74 H -0.64817 -2.67335 -4.80995  -0.28
75 H -1.03254 -3.66135 2.49743  -0.04
76 H -0.17237 -4.95243 -6.88657  0.39
77 C 1.52816 3.97869 0.09716  1.16
78 O 1.86255 1.06081 3.54361  -0.86
79 H 4.06770 -3.95870 2.84802  0.28
80 C 0.50984 7.06750 2.91778  -0.71
81 C -0.04800 -3.46972 -5.25701  1.37
82 H -1.80018 -6.05269 2.81278  0.16
83 C -2.34284 -5.46104 0.81444  -0.11
84 C 2.38333 5.23378 0.36537  0.11
85 H 2.70774 -4.22428 -2.37292  0.42
86 H 3.74173 2.09507 -3.14462  0.44
87 H -3.40170 -0.30655 4.59776  0.36
88 O 4.73418 -0.28184 -1.60659  -0.23
89 H 0.47699 6.42145 3.80136  0.19
90 H 4.32161 1.95477 -0.40725  0.05
91 O 0.78514 6.29626 1.77114  -0.34
92 H -2.57149 -2.10248 3.79395  -0.34
93 H 1.60381 3.68910 -0.95061  -0.25
94 C -2.95629 0.95844 -5.56124  -0.46
95 H -0.98587 4.24422 4.78030  0.34
96 C 4.30715 1.59590 0.62109  -1.44
97 C 1.74610 -3.81538 -2.03271  -0.76
98 H 1.83625 -2.89764 2.80474  -0.25
99 H -2.81989 4.62237 3.48065  0.10
100 H -2.85589 -3.77248 3.41424  0.27
101 H -0.44636 7.58023 2.84198  0.22
102 H 2.01912 5.92430 -0.40837  0.25
103 H -1.52172 -3.82283 0.01932  -0.21
104 N -1.54625 -2.74803 -1.70264  1.60
105 C -0.15312 3.54245 4.81088  -0.80
106 N -2.63779 1.62205 -0.81213  0.01
107 H -4.30399 0.14202 0.91570  0.12
108 H -4.62520 -1.54341 1.11019  0.33
109 C -2.66132 4.31297 1.34268  1.55
110 H -4.29097 -4.12879 -3.08651  0.56
111 C -3.22110 -4.08535 -2.87615  -1.18
112 H 1.97200 -5.36542 3.12551  0.50
113 H 0.36019 0.46437 5.80406  0.50
114 H 1.30462 -4.92298 -4.37929  0.46
115 H -2.73302 1.44020 -6.51306  0.29
116 H 2.97314 0.02408 -2.20003  -0.39
117 C -0.04825 0.42007 4.79126  -0.22
118 H 4.06710 1.48228 -5.75819  0.30
119 H -3.88955 -2.99018 -0.41183  0.04
120 H -3.98568 2.39720 2.99734  0.38
121 H 5.43862 -0.46560 -3.48767  0.23
122 H -4.44464 1.70625 5.72424  0.41
123 H 1.77302 3.13611 0.74718  -0.34
124 H -1.59193 0.50809 1.43241  -0.94
125 H 2.08818 2.68333 -2.96268  -0.38
126 H 0.50014 4.25604 0.33208  -0.42
127 H -3.08863 -3.43307 5.87148  0.42
128 N 3.79405 4.99180 0.14369  -0.56
129 O -0.11083 0.08540 -0.80596  2.28
130 H -2.19508 0.17680 -5.46210  -0.01
131 H 3.67667 2.92542 -6.69249  0.31
132 H -2.94542 -2.02078 -3.14247  -0.10
133 H 3.58836 2.11555 1.25337  0.21
134 H 0.73062 -4.95186 2.00264  -0.04
135 H 0.07915 3.85922 2.71581  -1.27
136 H 0.90057 0.53804 0.96297  0.61
137 H -1.27415 -1.80473 -1.41957  -1.02
138 O 1.00600 4.23068 5.24972  -0.63
139 H 0.71732 0.20904 -1.33044  -1.00
140 C -2.57409 2.25589 -2.15868  0.67
141 C 0.23318 -0.22454 0.54198  0.62
142 H 1.59547 -0.88869 4.25926  0.60
143 H -0.89776 -6.89931 1.57292  0.32
144 H -2.75343 6.11587 2.47834  0.40
145 O 2.90396 2.97436 -4.77760  -0.42
146 H 0.60135 -0.16772 -5.00944  0.05
147 H -0.79689 -0.63228 2.43097  -0.08
148 H 3.96428 4.70418 -0.81530  0.20
149 H -2.09748 0.63535 3.97460  -0.64
150 H -4.86584 -2.38324 -1.75146  0.40
151 H -1.67427 1.31744 -0.65521  -0.50
152 C -2.11662 -3.56733 5.38543  -1.66
153 C 1.01063 -0.06679 3.83408  1.60
154 H -1.58280 4.14500 1.28457  -1.07
155 H -1.54509 -5.00246 -5.78253  0.35
156 H 1.77971 -3.66299 -6.05109  0.37
157 H 5.28547 1.82426 1.05625  0.39
158 C 2.31200 -3.50097 2.02362  1.15
159 H 5.27646 -2.01866 -2.68736  0.29
160 H -3.15679 0.74627 -0.96370  -0.02
161 O -3.31867 3.04927 1.42424  -0.72
162 C -0.80217 -4.34503 -6.23100  -1.77
163 C -2.16680 -3.10478 3.94860  0.71
164 H 5.93123 -0.70049 0.05925  0.51
165 C 5.55629 -0.97351 -2.52754  -1.02
166 H 1.96013 -3.07496 1.08304  -0.54
167 H -1.90120 -4.62943 5.49404  0.37
168 H -0.39695 1.43650 4.62046  -0.86
169 H -5.62843 -0.51181 0.00692  0.27
170 H 2.27315 -5.50964 1.33368  0.42
171 H -0.39809 2.29172 -2.29676  -0.16
172 H -0.22660 -4.85381 -3.50331  0.23
173 C 3.88908 2.55880 -5.68985  -0.76
174 C -4.62298 -0.74476 0.36464  -0.73

Cartesian forces (eV/Å) of the 2 atoms listed first:
0.6 0.2 -0.3
-0.7 -0.6 0.6

Results
Kohn-Sham gap   9.34 eV
Energy   -80929.75053 eV
Charge   0
LUMO level   0.28 eV
Energy above the lowest of the compared OMol25 structures with the same formula, charge and spin   122.86 kJ/mol
E_HOMO   -9.068 eV



[4]
Density functional theory data (ωB97M-V/def2-TZVPD) for a cluster of 2 separate species, H2N2O3S in total.

Last column: Mulliken charge in e.
Cartesian coordinates (Å):
1 H -1.75983 1.40514 -0.35336  0.17
2 S -2.55213 0.36957 0.30724  0.12
3 O 0.51222 0.71976 0.50565  -0.49
4 N 1.43529 0.10717 -0.05323  0.93
5 H 0.21368 -1.26993 -0.14090  0.53
6 O 2.49909 0.60728 -0.35216  -0.51
7 O 1.17513 -1.24624 -0.28911  -0.39
8 N -1.52345 -0.69276 0.37588  -0.37

Cartesian forces (eV/Å) of the 2 atoms listed first:
-1.3 -0.2 0.4
1.7 1.2 -0.7

Results
Kohn-Sham gap (spin up / spin down)   8.16 / 8.15 eV
Energy   -19983.39441 eV
Charge   0
LUMO level (spin up / spin down)   -1.39 / -1.39 eV
Energy above the lowest of the compared OMol25 structures with the same formula, charge and spin   433.74 kJ/mol
E_HOMO (spin up / spin down)   -9.549 / -9.548 eV



[5]
Density functional theory data (ωB97M-V/def2-TZVPD) for a structure of composition C7H11BrClF2N.

Last column: Mulliken spin population.
Cartesian coordinates (Å):
1 H 0.96091 -2.18665 1.18597  0.01
2 H -3.20660 2.56144 -0.85884  0.02
3 C 1.55592 -1.30836 1.00205  0.06
4 H 2.22514 1.16042 -0.99507  0.00
5 Br -0.86742 2.11929 -0.69199  0.17
6 F -2.53218 1.29093 1.76910  0.02
7 H 1.76858 -1.07899 2.04274  -0.01
8 Cl -2.95660 0.96239 -2.55833  0.10
9 H 2.16442 1.52202 0.70876  0.00
10 H -1.29433 -1.47496 0.50022  0.01
11 C 1.08207 -0.26708 0.10330  -0.09
12 C -2.46013 2.11272 -1.44898  0.75
13 N -0.08788 0.35317 0.75341  0.72
14 H 0.21837 -1.76574 -1.34530  0.00
15 H 0.06707 -0.21734 -1.93118  0.00
16 C 0.75654 -0.89310 -1.28253  0.03
17 H 2.53726 -1.58870 0.50301  0.01
18 C -1.25364 -0.43772 0.91211  -0.09
19 C -2.31333 0.01151 1.52154  0.27
20 C 2.17985 0.76016 -0.01591  0.02
21 H 1.68798 -1.13012 -1.77591  0.00
22 F -3.41354 -0.72537 1.77204  0.02
23 H 3.18154 0.22008 0.12979  0.00

Cartesian forces (eV/Å) of the 2 atoms listed first:
-0.6 -0.5 -0.9
-1.0 0.5 0.3

Results
Kohn-Sham gap (spin up / spin down)   7.81 / 8.28 eV
Energy   -96921.78366 eV
Charge   0
LUMO level (spin up / spin down)   0.69 / -1.01 eV
E_HOMO (spin up / spin down)   -7.124 / -9.287 eV
Spin multiplicity   3



> Which of these has the highest energy?

H2N2O3S